{"formula": "C12H33N2O5", "method": "ωB97M-V/def2-TZVPD", "total_charge": 1, "lumo_ev": -2.0, "total_energy_ha": -962.15153, "homo_lumo_gap_ev": 9.7355, "de_lowest_kj_mol": 218.8, "max_force_ev_per_a": 12.0, "species": ["O", "H", "H", "H", "C", "O", "C", "C", "N", "C", "C", "O", "C", "H", "H", "H", "H", "H", "H", "H", "H", "H", "H", "H", "H", "H", "H", "H", "C", "O", "C", "C", "N", "C", "C", "O", "C", "H", "H", "H", "H", "H", "H", "H", "H", "H", "H", "H", "H", "H", "H", "H"], "coordinates": [[-0.4565, -0.6222, 0.1457], [-0.7435, -0.2072, -0.9053], [0.0415, -1.5872, -0.0253], [0.0815, 0.0628, 0.5527], [-3.1385, 1.8878, -0.8693], [-2.3185, 1.0708, -1.3493], [-2.1895, 1.0188, -2.7323], [-0.8325, 0.5878, -3.1473], [-0.6565, -0.8112, -2.6443], [0.7095, -1.3032, -2.9783], [0.8165, -2.7352, -2.3983], [0.8345, -2.8152, -0.9903], [0.9635, -4.1472, -0.5353], [-4.0995, 1.9628, -1.5153], [-2.9135, 2.8998, -0.7473], [-3.3565, 1.4288, 0.1917], [-2.3235, 1.9728, -3.1053], [-3.0245, 0.4258, -3.1113], [-0.1305, 1.2408, -2.8343], [-0.8155, 0.5788, -4.3123], [-1.2675, -1.4432, -3.1743], [1.5785, -0.6512, -2.6283], [0.8765, -1.2052, -4.1713], [1.7755, -3.2822, -2.8723], [-0.0955, -3.4012, -2.7203], [2.1215, -4.3552, -0.7193], [0.2265, -4.9732, -0.8813], [1.0875, -4.1022, 0.5817], [-2.6385, 1.6508, 4.7647], [-1.8105, 2.1788, 4.0487], [-1.0005, 1.1418, 3.3647], [-0.1565, 1.8948, 2.3537], [0.8985, 1.0118, 1.9567], [1.6815, 1.8148, 1.0057], [2.9185, 0.8808, 0.6367], [2.4185, -0.3442, 0.0687], [3.4605, -1.3182, -0.1473], [-2.2905, 1.2748, 5.6287], [-3.1765, 0.7088, 4.2947], [-3.4315, 2.5048, 5.1527], [-1.5645, 0.5948, 2.8717], [-0.4125, 0.5918, 4.0987], [0.2915, 2.8158, 2.7197], [-0.9295, 2.1868, 1.4867], [1.7195, 0.7608, 2.5837], [2.2195, 2.4888, 1.5947], [1.0885, 2.0998, 0.1697], [3.4355, 0.7568, 1.6937], [3.4295, 1.7498, 0.1677], [4.3275, -1.0922, -0.7463], [3.0065, -2.0902, -0.6843], [3.7635, -1.7592, 0.8107]]}

{"formula": "C25H28ClN5O6PtS", "method": "ωB97M-V/def2-TZVPD", "lumo_ev": 0.0, "total_energy_ha": -2672.40183, "homo_lumo_gap_ev": 8.9758, "de_lowest_kj_mol": 0.0, "max_force_ev_per_a": 1.1, "species": ["Pt", "C", "C", "C", "C", "C", "O", "C", "C", "C", "C", "C", "C", "Cl", "C", "C", "C", "N", "C", "N", "C", "N", "H", "H", "H", "H", "H", "H", "H", "H", "H", "H", "H", "H", "H", "H", "H", "H", "H", "H", "H", "H", "H", "H", "O", "C", "O", "H", "N", "C", "H", "O", "C", "N", "S", "O", "O", "C", "C", "C", "C", "C", "C", "H", "H", "H", "H"], "coordinates": [[-0.4985, -2.0292, -2.4960], [1.2402, 2.4522, 3.3523], [0.0614, 2.4495, 2.3707], [-0.5482, 1.0461, 2.3036], [-1.0131, 3.3830, 2.9486], [0.5243, 2.9690, 0.9693], [0.7162, 4.3906, 1.0379], [1.8579, 2.3846, 0.4532], [2.1226, 0.8676, 0.4507], [3.4361, 0.5535, -0.2202], [3.4710, -0.1037, -1.4439], [4.6733, -0.3783, -2.0780], [5.8574, 0.0104, -1.4777], [7.3720, -0.3288, -2.2664], [5.8551, 0.6546, -0.2519], [4.6435, 0.9180, 0.3680], [-0.6094, 2.8793, -0.0906], [-0.4629, 1.8258, -1.0855], [-0.9799, 0.6029, -1.1253], [-0.5366, 0.0005, -2.2223], [0.2295, 0.9365, -2.8450], [0.2932, 2.0581, -2.1834], [0.8816, 2.1811, 4.3463], [1.6975, 3.4420, 3.4420], [2.0194, 1.7416, 3.0803], [-0.6934, 0.6648, 3.3159], [0.0498, 0.3129, 1.7713], [-1.5396, 1.0624, 1.8440], [-1.3282, 2.9973, 3.9201], [-1.9042, 3.4311, 2.3194], [-0.6467, 4.3986, 3.0844], [1.4071, 4.5722, 1.6842], [2.6447, 2.8509, 1.0540], [1.9977, 2.7711, -0.5584], [1.3409, 0.2977, -0.0486], [2.1567, 0.4909, 1.4735], [2.5417, -0.4374, -1.8914], [4.6972, -0.8991, -3.0258], [6.7907, 0.9384, 0.2099], [4.6427, 1.4141, 1.3325], [-0.6037, 3.8085, -0.6528], [-1.5832, 2.7656, 0.3769], [-1.5555, 0.1450, -0.3366], [0.7402, 0.7714, -3.7770], [1.3552, -3.1414, -0.6362], [0.8710, -4.0601, -1.2665], [0.0373, -3.9779, -2.2644], [1.1310, -5.1091, -1.0541], [1.2708, -1.9575, -4.9860], [0.6360, -1.9530, -4.0201], [1.8110, -2.0437, -5.8197], [-1.4295, -1.6434, 0.9950], [-2.2275, -2.1251, 0.2090], [-2.0171, -2.3079, -1.1207], [-3.3747, -2.7713, -1.9543], [-3.8326, -1.6737, -2.7632], [-3.1705, -4.0410, -2.5867], [-4.3703, -2.9314, -0.5084], [-5.6814, -3.3470, -0.3966], [-6.2268, -3.3790, 0.8811], [-5.4746, -3.0023, 1.9921], [-4.1584, -2.5811, 1.8543], [-3.6155, -2.5539, 0.5841], [-6.2569, -3.6365, -1.2651], [-7.2507, -3.7019, 1.0156], [-5.9261, -3.0414, 2.9748], [-3.5582, -2.2834, 2.7040]]}

{"formula": "C16H21N3O2", "method": "ωB97M-V/def2-TZVPD", "lumo_ev": 0.7, "total_energy_ha": -937.06677, "homo_lumo_gap_ev": 8.6031, "de_lowest_kj_mol": 149.8, "smiles": "CN(C)CCc1c[nH]c2ccc(C[C@H]3COC(=O)N3)cc12", "max_force_ev_per_a": 0.6, "species": ["C", "N", "C", "H", "H", "H", "C", "H", "C", "C", "C", "N", "C", "C", "C", "C", "C", "C", "H", "C", "H", "H", "C", "N", "C", "O", "O", "C", "H", "H", "H", "H", "H", "H", "H", "H", "H", "H", "H", "H", "H", "H"], "coordinates": [[2.3719, 0.4185, -2.4730], [3.3864, -0.1644, -1.6207], [4.5744, -0.4951, -2.3771], [4.3049, -1.1773, -3.1821], [5.2895, -0.9958, -1.7252], [5.0636, 0.3894, -2.8173], [3.7118, 0.6774, -0.4832], [4.5288, 0.1876, 0.0530], [2.5305, 0.8551, 0.4794], [1.8468, -0.4432, 0.7607], [2.4214, -1.6008, 1.1975], [1.4789, -2.5870, 1.3106], [0.2679, -2.0854, 0.9421], [-0.9824, -2.6868, 0.8781], [-2.0441, -1.9153, 0.4633], [-1.8862, -0.5650, 0.1157], [-0.6418, 0.0281, 0.1786], [0.4574, -0.7264, 0.5889], [-0.5197, 1.0664, -0.0972], [-3.0960, 0.2313, -0.2898], [-2.7938, 1.1667, -0.7652], [-3.6965, -0.3383, -1.0037], [-3.9755, 0.5586, 0.9312], [-5.1233, 1.3609, 0.5826], [-4.9674, 2.6700, 0.9336], [-5.6746, 3.5848, 0.6263], [-3.8771, 2.7809, 1.7258], [-3.2872, 1.5079, 1.9304], [-2.2114, 1.5858, 1.7604], [-3.4635, 1.2041, 2.9674], [-5.7612, 1.1000, -0.1485], [-4.2876, -0.3720, 1.4174], [-3.0268, -2.3588, 0.3942], [-1.1161, -3.7257, 1.1412], [1.6582, -3.5343, 1.5955], [3.4473, -1.8000, 1.4390], [2.9148, 1.2903, 1.4068], [1.8092, 1.5587, 0.0641], [4.0690, 1.6754, -0.8025], [1.4404, 0.5077, -1.9201], [2.1993, -0.2445, -3.3194], [2.6599, 1.4104, -2.8586]]}

{"formula": "C4H5NS", "method": "ωB97M-V/def2-TZVPD", "lumo_ev": 0.2, "total_energy_ha": -608.29864, "homo_lumo_gap_ev": 9.6610, "de_lowest_kj_mol": 136.6, "smiles": "C[C@H]1S[C@@H]1C#N", "max_force_ev_per_a": 2.7, "species": ["C", "C", "C", "C", "H", "H", "H", "H", "H", "N", "S"], "coordinates": [[-1.4669, -0.5003, -0.0036], [-0.2236, 0.0466, -0.5342], [0.8605, 0.1803, 0.4301], [2.2865, 0.0273, 0.1192], [-1.9038, -1.3379, -0.6099], [-1.3293, -0.8379, 0.9848], [-2.0730, 0.3488, 0.0496], [-0.0935, -0.0258, -1.5857], [0.5321, 0.0691, 1.4669], [3.3743, 0.2137, -0.2736], [0.0367, 1.8162, -0.0434]]}

{"formula": "C4H11N2S", "method": "ωB97M-V/def2-TZVPD", "total_charge": 1, "lumo_ev": -6.1, "total_energy_ha": -666.32171, "homo_lumo_gap_ev": 7.2642, "de_lowest_kj_mol": 384.2, "smiles": "[H]/N=[N+](/C)[C@@H](C)SC", "max_force_ev_per_a": 5.8, "species": ["C", "C", "C", "C", "N", "N", "S", "H", "H", "H", "H", "H", "H", "H", "H", "H", "H", "H"], "coordinates": [[1.5346, 1.3130, -0.0330], [-1.7847, 0.3746, 1.1438], [-0.0569, -1.7842, -1.8755], [0.4250, 0.2877, -0.1175], [0.1618, 0.2519, 2.1732], [-0.3821, 0.3134, 1.0518], [1.1751, -1.3874, -0.6668], [2.0679, 1.1895, 0.8902], [2.2581, 1.0701, -0.9324], [1.2008, 2.3815, -0.0240], [-2.4189, -0.3118, 0.4483], [-2.1203, 1.3738, 1.0188], [-2.0448, 0.0216, 2.0914], [0.3047, -1.2860, -2.8060], [-1.1269, -1.6903, -1.4920], [0.1467, -2.8920, -2.0411], [-0.5356, 0.4816, -0.9847], [1.1955, 0.2931, 2.1554]]}

{"formula": "C2H5NO3S", "method": "ωB97M-V/def2-TZVPD", "spin_multiplicity": 3, "lumo_ev": [0.6, -3.0], "total_energy_ha": -757.50693, "homo_lumo_gap_ev": [5.5844, 7.0918], "de_lowest_kj_mol": 570.1, "max_force_ev_per_a": 4.1, "species": ["C", "C", "N", "O", "O", "O", "S", "H", "H", "H", "H", "H"], "coordinates": [[1.1963, 0.0347, 0.1528], [0.3817, 1.2499, -0.2388], [-1.0477, -0.9610, 0.3592], [-2.2839, 1.2071, 0.4899], [0.4192, -0.7267, 0.9892], [-0.8716, -1.8966, -0.5940], [-1.4050, 0.5357, -0.4710], [1.7219, -0.6207, -0.6633], [2.0968, 0.2342, 0.7976], [0.0914, 1.7636, 0.5885], [0.8445, 1.9791, -0.9800], [-1.1436, -2.7994, -0.4300]]}

{"formula": "C7H6O", "method": "ωB97M-V/def2-TZVPD", "lumo_ev": 1.0, "total_energy_ha": -345.35921, "homo_lumo_gap_ev": 10.6324, "de_lowest_kj_mol": 435.8, "max_force_ev_per_a": 4.7, "species": ["C", "C", "C", "C", "C", "C", "C", "H", "H", "H", "H", "H", "H", "O"], "coordinates": [[-2.8854, 0.1309, 0.0962], [-1.7555, 0.0444, -0.2131], [-0.2609, 0.0184, -0.2491], [0.2184, -0.6917, 1.0195], [1.4384, -0.6889, 0.0868], [1.7506, 0.8564, 0.0941], [0.5319, 1.3426, -0.1213], [-3.9891, 0.1121, 0.2416], [0.2661, -0.1751, 2.0629], [-0.0387, -1.8781, 1.0200], [2.1112, -1.5439, 0.2827], [2.5841, 1.3780, 0.5079], [0.0675, 2.2289, 0.1930], [0.5967, -0.7744, -1.0732]]}

{"formula": "C29H25Cl4F7MoN3O8S3", "method": "ωB97M-V/def2-TZVPD", "total_charge": -1, "spin_multiplicity": 3, "lumo_ev": [1.5, 1.7], "total_energy_ha": -5689.07535, "homo_lumo_gap_ev": [7.1736, 7.3963], "de_lowest_kj_mol": 87.6, "max_force_ev_per_a": 0.5, "species": ["Mo", "F", "C", "F", "F", "S", "O", "O", "N", "S", "O", "O", "C", "F", "F", "F", "Cl", "C", "C", "C", "Cl", "C", "O", "C", "Cl", "C", "H", "H", "C", "C", "N", "C", "C", "C", "S", "N", "C", "O", "C", "C", "C", "C", "C", "C", "H", "H", "H", "H", "H", "H", "H", "H", "H", "H", "H", "H", "H", "H", "H", "Cl", "C", "C", "O", "O", "H", "H", "F", "C", "C", "C", "C", "C", "C", "C", "H", "H", "H", "H", "H", "H"], "coordinates": [[0.5298, 0.7443, -0.2301], [-1.7964, 5.4700, 3.3839], [-0.7383, 4.7284, 3.0458], [0.0437, 4.6035, 4.1224], [-0.0487, 5.3787, 2.1058], [-1.2485, 3.0520, 2.4573], [-0.0213, 2.4742, 1.9729], [-1.9154, 2.4813, 3.5787], [-2.2542, 3.4815, 1.3145], [-2.1178, 3.1000, -0.1734], [-0.8482, 2.4753, -0.5331], [-3.2996, 2.6012, -0.7953], [-1.8861, 4.7524, -0.9653], [-2.9122, 5.5587, -0.6894], [-0.7621, 5.3342, -0.5511], [-1.8160, 4.6073, -2.2952], [3.5388, -4.0777, 4.8181], [2.8867, -2.7919, 3.8431], [3.7265, -2.0852, 3.0070], [3.1932, -1.0733, 2.2273], [4.2578, -0.1376, 1.2393], [1.8232, -0.7569, 2.2327], [1.3063, 0.1894, 1.4670], [1.0292, -1.4685, 3.1521], [-0.6197, -1.0111, 3.3418], [1.5434, -2.4834, 3.9385], [4.7837, -2.3047, 2.9600], [0.8971, -3.0143, 4.6225], [4.0462, -3.5890, -2.0390], [2.5859, -3.8823, -1.7227], [1.6725, -3.1504, -2.5989], [1.2320, -3.8408, -3.8133], [-0.1204, -4.5138, -3.6286], [1.2446, -1.9065, -2.3244], [1.8920, -1.1705, -0.9140], [0.3923, -1.3985, -3.2406], [-0.1675, -0.2222, -3.0974], [-0.1099, 0.5415, -2.0935], [-0.9825, 0.2949, -4.2288], [-1.7787, 1.4209, -4.0308], [-2.5419, 1.9167, -5.0761], [-2.5093, 1.2966, -6.3170], [-1.7166, 0.1728, -6.5151], [-0.9572, -0.3313, -5.4721], [4.6999, -4.1465, -1.3649], [4.2557, -2.5253, -1.9159], [4.2891, -3.8748, -3.0655], [2.3562, -3.6353, -0.6881], [2.3654, -4.9430, -1.8556], [2.0007, -4.5805, -4.0459], [1.2000, -3.1274, -4.6329], [-0.1017, -5.1926, -2.7731], [-0.3797, -5.0927, -4.5183], [-0.8938, -3.7669, -3.4551], [-1.8039, 1.8930, -3.0608], [-3.1645, 2.7886, -4.9157], [-3.1058, 1.6879, -7.1328], [-1.6941, -0.3106, -7.4841], [-0.3380, -1.2088, -5.6039], [-2.6379, -3.1718, -0.1642], [-3.1221, -1.6733, 0.6787], [-2.1052, -0.5358, 0.6178], [-2.4442, 0.5101, 1.1612], [-0.9968, -0.7691, 0.0332], [-3.2989, -1.9260, 1.7199], [-4.0512, -1.3318, 0.2334], [6.5618, 0.9184, -3.7048], [5.4463, 1.2628, -3.0069], [5.5770, 1.7342, -1.7197], [4.4275, 2.0833, -1.0197], [3.1550, 1.9551, -1.5781], [1.9190, 2.2976, -0.8165], [3.0817, 1.4815, -2.8925], [4.2138, 1.1365, -3.6136], [6.5611, 1.8285, -1.2772], [4.5189, 2.4550, -0.0059], [1.2991, 2.9758, -1.4099], [2.1600, 2.8251, 0.1137], [2.1118, 1.3813, -3.3623], [4.1484, 0.7724, -4.6318]]}